[1]
# C26H52BBrNO19S6

A cluster of 5 separate species, C26H52BBrNO19S6 in total (the ωB97M-V functional and the def2-TZVPD basis, the OMol25 dataset).

HOMO-LUMO gap, eV: 6.85
Total charge: -1
HOMO, hartree: -0.2014

Last column: Löwdin charge in e.
CARTESIAN COORDINATES (ANGSTROEM)
Br: -2.431140 -1.298937 -3.219983  0.59
S: -1.530437 0.399148 0.850851  0.74
S: 1.639434 4.741274 10.168887  0.59
S: -0.596490 2.956156 -0.218244  0.80
S: 3.736494 9.702322 12.616949  0.60
S: 0.048140 4.011670 4.322585  0.59
S: -4.248648 -9.912978 -6.867225  0.60
O: 2.857134 5.319744 9.298546  -0.21
O: -1.210856 4.113055 5.309413  -0.19
O: 4.238478 8.733640 11.444349  -0.18
O: 4.096654 9.148652 13.871724  -0.22
O: 4.077182 11.034185 12.270601  -0.22
O: -4.956715 -8.924004 -6.140547  -0.22
O: 2.164216 9.480640 12.403895  -0.19
O: 0.549189 5.643533 10.057030  -0.22
O: 1.169170 4.624724 4.947995  -0.23
O: 0.093472 2.707527 3.779266  -0.21
O: -2.059885 -0.980987 -7.899150  -0.10
O: 2.130291 4.327299 11.433069  -0.21
O: -2.756278 -9.403402 -7.148116  -0.19
O: -0.493925 4.999909 3.194120  -0.19
O: -4.763985 -10.468009 -8.065143  -0.22
O: 3.061699 -1.242376 0.953526  -0.12
O: 1.360730 3.442617 9.284199  -0.18
O: -0.697083 -6.781463 -4.604611  -0.21
O: -3.868924 -11.099405 -5.854039  -0.19
N: 1.061173 0.791837 0.382250  -0.19
C: -0.022250 -4.837904 -6.007198  -0.15
C: 1.213850 -3.243448 -4.477559  -0.20
C: 2.707285 -0.775729 -0.336068  -0.18
C: -1.994973 -6.491310 -4.060370  -0.09
C: -2.451206 -11.306519 -5.842242  -0.16
C: 3.155650 7.890004 11.017518  -0.17
C: -1.228225 1.519305 -2.527120  -0.37
C: -0.261704 -0.596804 -5.313405  -0.18
C: 1.923603 8.751280 11.189740  -0.15
C: 2.131718 -0.845864 1.952549  -0.19
C: 1.243516 -0.407444 -0.442980  -0.19
C: 2.116970 3.497428 8.060399  -0.14
C: 0.926767 -0.709506 -4.343639  -0.22
C: -1.446912 1.477558 -4.032249  -0.18
C: 1.561469 0.545927 1.763633  -0.16
C: -1.901885 5.207784 3.368161  -0.15
C: -2.870922 0.065150 -5.831156  -0.20
C: -0.624297 2.832076 -2.062328  -0.46
C: -0.626192 -6.246507 -5.926914  -0.24
C: -0.110026 -3.993940 -4.730408  -0.20
C: -0.266695 1.283757 0.361241  -1.08
C: 1.054067 -2.018876 -3.580569  -0.23
C: -1.866912 -9.948021 -6.162027  -0.16
C: -2.433741 0.247410 -7.279202  -0.30
C: 3.348132 4.298250 8.412740  -0.14
C: -2.098639 5.152575 4.869873  -0.16
B: -1.656037 -0.030015 -4.702618  -0.94
H: 0.587284 -1.234641 -0.171017  0.12
H: -1.800962 6.087638 5.348839  0.13
H: 4.080232 3.696630 8.955051  0.14
H: 1.518378 3.999613 7.301169  0.11
H: -2.188979 6.162894 2.938834  0.14
H: -0.858291 -10.009760 -6.559985  0.14
H: -2.137780 -11.677441 -4.870372  0.13
H: -2.201972 -12.040992 -6.611222  0.13
H: 1.737237 -3.017479 -5.403526  0.11
H: -2.303638 2.119451 -4.240671  0.09
H: 0.017625 -6.914682 -6.498871  0.11
H: -3.263010 0.663949 -7.860457  0.10
H: 2.340898 1.274976 1.973808  0.12
H: -0.537541 0.739180 -2.223013  0.05
H: -0.896965 -3.252972 -4.786573  0.06
H: 3.817601 4.749146 7.543641  0.14
H: -1.867917 -9.286956 -5.293015  0.12
H: -0.567430 -4.303782 -6.782123  0.11
H: 0.999880 -4.881871 -6.359310  0.10
H: -3.402948 -0.890503 -5.802564  0.06
H: -2.388336 -5.597182 -4.526562  0.09
H: 3.122161 7.012278 11.666921  0.13
H: -2.262700 -1.692078 -7.271128  0.07
H: -0.281324 -4.595196 -3.846116  0.10
H: -2.434933 4.401733 2.859608  0.14
H: -2.673528 -7.331786 -4.179717  0.07
H: -1.219709 3.676870 -2.386637  0.07
H: 1.831979 -0.639366 -4.952794  0.10
H: 1.333686 -1.586086 1.982771  0.12
H: -1.600220 0.943683 -7.359690  0.10
H: 0.054760 0.111807 -6.078151  0.09
H: -3.614458 0.816544 -5.573471  0.08
H: -2.145749 1.382337 -1.968850  0.08
H: -0.422652 -1.534108 -5.839945  0.07
H: 0.752948 0.653987 2.474656  0.08
H: -3.118528 4.905960 5.150700  0.14
H: 1.817325 9.466613 10.371732  0.14
H: 2.660989 -0.856095 2.898677  0.12
H: 0.402455 2.921948 -2.385811  0.07
H: 1.848018 -3.951221 -3.943113  0.11
H: -0.592906 1.980098 -4.496917  0.10
H: 1.015030 8.163340 11.282130  0.13
H: 1.960304 -1.944992 -2.974257  0.08
H: 3.309390 7.581427 9.991488  0.12
H: 2.357670 2.491968 7.727496  0.14
H: 0.241433 -2.199305 -2.882252  0.07
H: -1.850410 -6.246242 -3.013465  0.09
H: 0.971976 0.153072 -3.683614  0.09
H: -1.595233 -6.316204 -6.411042  0.11
H: 3.258991 0.137852 -0.557135  0.13
H: 1.067211 -0.161874 -1.485666  0.09
H: 2.931153 -1.515171 -1.098467  0.11

Cartesian forces, eV/Å:
-0.2 -0.4 0.4
0.0 0.0 0.2
0.2 -0.5 -0.5
0.1 0.4 0.3
-0.2 -0.3 -0.3
-0.6 0.5 -0.5
0.3 0.0 0.2
-0.3 0.0 -0.1
0.1 -0.1 -0.2
-0.2 0.3 0.0
0.0 0.1 0.1
0.1 0.1 0.1
-0.2 0.0 0.0
0.2 -0.2 0.1
0.1 0.2 0.2
0.2 -0.3 0.0
0.3 -0.3 0.4
0.1 -0.5 0.1
-0.1 0.1 0.2
-0.1 -0.4 -0.1
0.2 0.3 0.4
-0.1 0.1 -0.1
0.3 0.0 0.2
0.2 0.2 0.3
-0.8 0.1 -0.4
0.0 0.3 0.0
-0.1 -0.1 0.2
-0.9 0.2 0.2
-0.3 -0.5 0.6
-0.5 0.3 -0.2
1.0 0.2 0.3
0.2 -0.2 -0.3
-0.2 -0.2 0.3
0.4 0.6 0.1
-0.3 0.1 0.7
-0.1 0.1 -0.3
0.0 -0.2 -0.4
0.5 0.2 -0.3
-0.1 0.2 -0.5
-0.1 -0.3 -0.8
0.0 -0.4 0.3
0.3 0.1 -0.4
-0.3 -0.3 -0.1
0.7 -0.8 0.1
0.3 -0.7 0.5
0.8 -0.5 -0.1
0.8 0.5 -0.2
-0.8 -0.2 -0.3
0.5 0.0 0.1
0.1 0.2 0.5
-0.6 0.2 0.1
0.3 -0.3 0.1
0.0 0.4 0.0
-0.2 1.3 -0.8
-0.2 -0.1 0.1
0.0 0.0 0.0
0.0 0.0 0.0
0.0 0.0 0.0
0.2 0.0 0.0
-0.1 0.1 -0.2
-0.2 0.0 0.1
0.0 0.0 0.0
-0.1 0.3 -0.2
-0.2 0.1 -0.1
0.1 -0.2 0.0
0.0 0.1 -0.1
0.0 0.2 0.1
-0.1 -0.3 0.0
-0.4 -0.1 0.0
-0.1 0.2 0.1
0.1 0.0 0.0
0.0 0.1 -0.3
0.4 -0.2 0.1
-0.3 -0.1 -0.1
-0.4 0.1 -0.1
0.0 0.0 0.0
0.1 0.4 -0.2
-0.2 -0.2 0.1
0.0 0.0 0.0
-0.2 -0.1 -0.1
0.0 0.3 0.0
0.3 0.0 0.0
-0.2 0.0 0.2
0.2 0.1 -0.1
-0.1 0.2 -0.3
-0.1 0.2 0.1
-0.3 -0.3 0.0
0.2 -0.2 -0.1
-0.1 0.2 0.2
0.1 -0.2 0.1
0.0 0.0 0.0
0.1 -0.1 0.2
0.2 0.2 -0.3
0.3 -0.2 -0.1
0.2 0.0 -0.2
0.0 0.0 0.2
0.1 0.0 0.1
0.2 0.1 -0.1
-0.1 -0.1 0.2
-0.3 0.1 0.0
-0.1 -0.2 0.3
-0.1 0.1 0.2
-0.4 0.2 0.0
0.3 0.1 -0.1
-0.2 0.0 -0.1
0.2 -0.3 0.2

***

[2]
# C2H8N5

A cluster of 2 separate species, C2H8N5 in total (the ωB97M-V functional and the def2-TZVPD basis, the OMol25 dataset).

HOMO-LUMO gap, eV: 10.62
Total charge: +1
Energy above the lowest of the compared OMol25 structures with the same formula, charge and spin, eV: 4.4016
HOMO, hartree: -0.5283

Last column: natural (NBO) charge in e.
CARTESIAN COORDINATES (ANGSTROEM)
N: -1.848652 0.419393 3.128602  -0.46
N: -0.368437 -0.207198 -0.511623  -0.54
N: -1.270167 1.058794 2.310440  0.30
N: 0.469543 -0.878429 1.468319  -0.62
N: -0.892443 1.545347 1.333868  -0.23
C: -0.229974 0.867919 -1.516496  -0.43
C: 0.588779 -0.017103 0.615688  0.27
H: -0.975122 0.868491 -2.267672  0.25
H: -0.296627 -1.104456 -0.950283  0.45
H: 0.993333 1.026740 0.524621  0.23
H: 0.999111 -0.940301 2.368601  0.41
H: 0.709959 0.928089 -1.911405  0.23
H: -1.277741 -0.119186 -0.059323  0.45
H: -1.786129 0.214230 4.135412  0.46
H: -0.418852 1.775477 -0.882668  0.24

Cartesian forces, eV/Å:
-0.7 -1.0 0.2
-0.3 0.7 -1.1
0.2 1.3 -1.5
1.1 -2.2 2.0
-1.6 0.2 3.1
-2.2 2.0 2.5
0.4 1.5 -0.3
-0.8 -0.5 -0.7
0.2 -1.0 0.1
0.7 -1.5 0.2
-0.4 0.6 -1.4
2.5 -0.2 -1.0
-0.2 -0.3 -0.3
0.8 0.9 -0.8
0.3 -0.5 -1.0

***

[3]
# C3H6N3

A cluster of 2 separate species, C3H6N3 in total (the ωB97M-V functional and the def2-TZVPD basis, the OMol25 dataset).

HOMO-LUMO gap (alpha / beta), eV: 5.36 / 5.36
Total charge: +1
Energy above the lowest of the compared OMol25 structures with the same formula, charge and spin, eV: 4.1418
HOMO (alpha / beta), hartree: -0.5192 / -0.5192

Last column: natural (NBO) charge in e.
CARTESIAN COORDINATES (ANGSTROEM)
N: 0.201175 0.078978 -0.197054  -0.32
N: 1.340621 0.562752 -1.984355  -0.43
N: -0.539203 -0.198137 -1.287413  -0.35
C: 1.339227 0.540599 -0.651431  0.16
C: 0.168751 0.100980 -2.373013  0.20
C: -0.760772 -0.340481 2.773604  0.20
H: 2.161048 0.858437 -0.043315  0.22
H: -0.211972 -1.253035 2.933756  0.21
H: -1.471686 -0.582223 -1.201282  0.43
H: -1.838324 -0.361480 2.734774  0.21
H: -0.149727 -0.005076 -3.392614  0.24
H: -0.239138 0.598686 2.688341  0.22

Cartesian forces, eV/Å:
-1.1 -0.5 2.0
0.7 0.3 -1.3
-0.4 -0.2 0.3
-0.6 -0.2 -0.6
0.8 0.3 0.4
0.3 0.2 -0.9
0.1 0.0 0.2
0.2 -0.3 0.0
0.3 0.1 0.0
-0.3 0.0 -0.1
-0.2 -0.1 -0.1
0.1 0.2 0.1

***

Repeat the second record exactly.
# C2H8N5

A cluster of 2 separate species, C2H8N5 in total (the ωB97M-V functional and the def2-TZVPD basis, the OMol25 dataset).

HOMO-LUMO gap, eV: 10.62
Total charge: +1
Energy above the lowest of the compared OMol25 structures with the same formula, charge and spin, eV: 4.4016
HOMO, hartree: -0.5283

Last column: natural (NBO) charge in e.
CARTESIAN COORDINATES (ANGSTROEM)
N: -1.848652 0.419393 3.128602  -0.46
N: -0.368437 -0.207198 -0.511623  -0.54
N: -1.270167 1.058794 2.310440  0.30
N: 0.469543 -0.878429 1.468319  -0.62
N: -0.892443 1.545347 1.333868  -0.23
C: -0.229974 0.867919 -1.516496  -0.43
C: 0.588779 -0.017103 0.615688  0.27
H: -0.975122 0.868491 -2.267672  0.25
H: -0.296627 -1.104456 -0.950283  0.45
H: 0.993333 1.026740 0.524621  0.23
H: 0.999111 -0.940301 2.368601  0.41
H: 0.709959 0.928089 -1.911405  0.23
H: -1.277741 -0.119186 -0.059323  0.45
H: -1.786129 0.214230 4.135412  0.46
H: -0.418852 1.775477 -0.882668  0.24

Cartesian forces, eV/Å:
-0.7 -1.0 0.2
-0.3 0.7 -1.1
0.2 1.3 -1.5
1.1 -2.2 2.0
-1.6 0.2 3.1
-2.2 2.0 2.5
0.4 1.5 -0.3
-0.8 -0.5 -0.7
0.2 -1.0 0.1
0.7 -1.5 0.2
-0.4 0.6 -1.4
2.5 -0.2 -1.0
-0.2 -0.3 -0.3
0.8 0.9 -0.8
0.3 -0.5 -1.0